Density functional theory data (ωB97M-V/def2-TZVPD) for a 8-piece molecular cluster, C27H38O24 overall.

Summary:
Spin multiplicity ... 2
HOMO level (alpha / beta) ... -0.0025 / -0.3264 Eh
Total charge ... -1
E_tot ... -2857.28323 hartree

Positions of all 89 atoms, in Å:
C  -0.01923  1.17833  -6.42503
C  0.39551  1.50377  -4.95937
O  0.78937  0.29183  -4.50488
C  1.35510  -0.36835  -5.43664
O  1.87099  -1.48250  -5.48514
O  0.99827  0.27603  -6.68587
H  0.08787  2.00667  -7.12537
H  -0.93453  0.61121  -6.59453
H  -0.40970  2.17034  -4.65044
H  1.28884  2.12242  -5.04495
C  2.07032  2.48788  6.05399
C  2.65588  1.11610  5.94925
O  4.03117  1.33508  6.42232
C  4.28531  2.58302  6.56742
O  5.36689  3.18980  6.59807
O  3.14262  3.23719  6.41127
H  1.28940  2.45286  6.81362
H  1.68465  2.75061  5.06893
H  2.60675  0.73025  4.93101
H  2.06121  0.54464  6.66192
C  0.74302  4.49193  0.12113
C  -0.38285  4.28272  -0.85311
O  0.34264  4.11563  -2.05241
C  1.63527  4.63974  -1.98843
O  2.39200  4.84467  -2.89317
O  1.73631  5.21936  -0.70838
H  1.22041  3.62106  0.57033
H  0.34088  5.15198  0.88970
H  -1.10521  5.09850  -0.88137
H  -0.96534  3.37005  -0.72728
C  -3.32357  -3.23515  -4.28019
C  -3.89319  -3.09924  -2.86149
O  -3.68170  -1.73293  -2.71365
C  -2.68353  -1.29913  -3.57724
O  -2.23798  -0.16022  -3.47563
O  -2.30552  -2.30886  -4.38619
H  -4.00026  -3.12242  -5.12723
H  -2.85916  -4.22119  -4.26734
H  -3.35336  -3.71334  -2.14068
H  -4.92851  -3.24596  -2.55379
C  6.56017  -0.02920  -1.69163
C  5.25462  -0.20705  -0.94298
O  4.47158  0.90669  -1.39025
C  5.05528  1.55188  -2.41843
O  4.50359  2.27741  -3.20463
O  6.27592  1.09954  -2.57795
H  6.91539  -0.98274  -2.08237
H  7.36887  0.36067  -1.07347
H  5.46445  -0.33675  0.11873
H  4.85114  -1.14927  -1.31382
C  0.30139  -1.80328  -1.49511
C  1.10472  -0.60077  -0.81607
C  0.30485  0.63109  -0.59084
O  0.52835  1.02047  0.76030
C  1.31276  0.09564  1.35782
O  1.63018  0.18428  2.57550
O  1.57100  -0.91324  0.50306
H  -0.65947  -2.07915  -1.06067
H  0.95733  -2.65766  -1.66211
H  0.08837  -1.38411  -2.47849
H  1.98883  -0.31924  -1.38809
H  -0.62858  0.41284  -1.10967
H  0.86614  1.36143  -1.17362
C  -3.63575  0.02837  0.14781
C  -4.90772  -0.88335  0.28780
C  -5.18213  -1.57831  1.66045
O  -6.57210  -1.60035  1.66979
C  -7.02869  -0.65020  0.85822
O  -8.16575  -0.27482  0.83574
O  -6.03691  -0.08194  0.18929
H  -3.84299  1.09838  0.16224
H  -3.24468  0.02283  -0.86960
H  -2.75283  -0.03710  0.78363
H  -4.98911  -1.60428  -0.52567
H  -4.68683  -1.01445  2.45092
H  -4.75363  -2.58007  1.62923
C  0.59514  -3.53828  3.26076
C  -0.02588  -2.43033  4.08468
C  -1.47562  -2.05521  3.62572
O  -2.17143  -2.00906  4.86145
C  -1.46097  -2.72475  5.81405
O  -2.08585  -3.19509  6.75979
O  -0.23068  -3.03434  5.37352
H  0.41815  -3.41353  2.19249
H  0.19369  -4.48160  3.63099
H  1.65143  -3.35122  3.45406
H  0.39690  -1.42971  3.99471
H  -1.91228  -2.91893  3.12429
H  -1.48738  -1.13651  3.03927

Forces on the atoms, in the same order (eV/Å):
0.9 0.2 0.5
-1.3 3.9 -3.9
-0.4 -1.1 4.4
0.1 -3.9 -5.5
-0.7 3.3 1.2
2.4 -2.3 0.6
-0.2 0.2 0.3
-0.6 0.5 0.5
-0.1 -1.1 2.0
0.0 0.3 0.1
-1.3 -1.2 -0.8
0.0 -0.4 0.7
-0.1 -3.8 -0.3
2.6 3.5 -1.6
-2.6 -2.3 0.8
0.2 4.0 0.9
-0.1 0.7 -0.1
-0.2 0.6 0.2
0.5 -0.3 0.3
0.8 -0.9 -0.2
0.1 1.5 0.3
0.4 -1.2 0.0
1.4 -0.2 -1.9
-1.4 2.5 0.7
-1.1 -1.0 1.3
-0.4 -1.9 -0.3
-0.2 -0.1 -0.3
0.7 0.1 0.2
0.4 0.4 -0.3
0.1 -0.1 0.3
-1.2 -3.8 0.1
-0.3 -0.1 -0.5
1.6 2.4 -0.1
0.1 2.1 2.2
-0.6 -2.6 -0.9
0.4 2.4 0.7
-0.2 0.0 0.2
0.0 -0.1 -0.7
0.7 0.2 0.1
-0.3 -0.4 -1.1
0.7 1.7 0.9
0.7 -0.6 -1.0
-0.9 -0.2 1.5
-1.4 -0.5 -1.7
0.4 -0.2 1.5
2.1 -1.5 -0.6
-0.2 0.5 -1.1
0.0 -0.2 0.3
-0.7 0.8 0.1
-0.8 0.2 0.2
1.5 1.7 0.0
-0.2 -2.4 -0.3
1.4 0.9 -2.2
-0.8 -0.4 0.5
0.0 -0.2 3.1
-0.8 -0.6 -4.4
0.6 0.2 1.7
0.2 0.1 0.5
-0.2 0.0 0.2
-0.1 -0.1 -0.3
0.0 -0.6 -0.2
-1.1 0.9 1.4
-0.7 0.6 -0.2
-0.1 0.5 -1.0
2.3 0.1 0.9
2.4 0.0 -1.8
-0.6 -0.7 0.9
-1.5 1.2 0.6
0.2 -0.4 -0.3
-1.0 1.2 -0.8
-0.9 0.1 0.7
0.0 -0.8 -0.2
-0.4 -0.9 0.4
0.5 -0.2 0.0
-0.6 0.1 0.4
-0.3 -0.1 0.2
0.6 1.4 0.1
-2.3 0.0 -1.9
0.7 -1.9 0.6
0.7 0.6 1.1
-3.4 -1.6 0.3
2.5 1.3 -1.4
-0.2 1.4 1.0
-0.1 0.0 0.0
0.4 0.0 -0.2
0.3 -1.1 -0.3
1.4 -0.4 1.1
-0.1 0.3 -0.7
-0.3 0.0 0.2



Density functional theory data (ωB97M-V/def2-TZVPD) for C27H39AsMoN7S4 as an isolated structure.

Summary:
Spin multiplicity ... 1
HOMO level ... -0.3978 Eh
Total charge ... +1
E_tot ... -5331.98326 hartree

Positions of all 79 atoms, in Å:
Mo  1.41856  0.08399  0.93162
S  4.65316  -1.57121  3.93402
As  4.05406  0.13929  2.96632
S  1.65036  0.40509  3.17172
S  3.65056  -0.25711  0.59792
S  4.96576  1.94829  3.31552
C  1.29286  -3.32331  3.42812
C  1.68676  -3.14081  1.96082
C  2.95656  -3.91771  1.60712
C  0.53396  -3.49951  1.05772
C  0.22426  -4.83931  0.87122
C  -0.80714  -5.22651  0.03722
C  -1.53134  -4.27141  -0.65038
C  -1.28094  -2.91831  -0.47648
C  -2.02224  -1.90521  -1.32308
C  -1.88894  -2.26331  -2.81128
C  -3.50174  -1.78861  -0.95988
C  -0.26984  -2.53191  0.42452
N  -0.06204  -1.17591  0.72982
C  -0.95574  -0.45571  1.43572
C  -0.78974  0.91029  1.42062
N  0.09686  1.51259  0.56612
C  -0.20164  2.84029  0.22632
C  0.79756  3.81269  -0.04138
C  0.44466  5.15529  -0.03558
C  -0.85564  5.57509  0.15502
C  -1.85284  4.62369  0.21492
C  -1.56324  3.26589  0.22212
C  -2.74824  2.33639  0.04842
C  -3.42834  2.69009  -1.28078
C  -3.76924  2.42269  1.18772
C  2.24506  3.54359  -0.39618
C  2.37066  2.47569  -1.47388
C  3.09066  3.21629  0.83162
H  2.13226  -3.05101  4.06582
H  1.02466  -4.35681  3.63782
H  0.43806  -2.69171  3.67572
H  1.92916  -2.06611  1.81082
H  2.82976  -4.98231  1.78442
H  3.78446  -3.57501  2.22492
H  3.21996  -3.75751  0.56272
H  0.79886  -5.58631  1.39352
H  -1.01894  -6.27531  -0.09668
H  -2.31024  -4.57811  -1.33048
H  -1.56094  -0.92121  -1.16938
H  -2.54144  -3.09191  -3.07298
H  -0.86954  -2.55401  -3.06028
H  -2.17484  -1.41201  -3.42548
H  -4.01004  -2.73511  -1.11238
H  -3.97534  -1.04531  -1.59718
H  -3.62654  -1.48921  0.07662
H  -1.71764  -0.94421  2.04122
H  -1.35264  1.54809  2.09672
H  1.21996  5.89349  -0.17308
H  -1.08894  6.62669  0.17112
H  -2.87854  4.95259  0.24112
H  -2.41324  1.29859  -0.03608
H  -3.84044  3.69449  -1.25678
H  -4.24524  1.99979  -1.47748
H  -2.71614  2.63039  -2.10278
H  -4.12214  3.44099  1.31732
H  -3.35004  2.09209  2.13632
H  -4.62304  1.78959  0.95642
H  2.63896  4.47349  -0.82418
H  2.10626  1.50969  -1.04148
H  3.39076  2.42259  -1.84768
H  1.70216  2.68749  -2.30668
H  2.61486  2.42989  1.43282
H  3.20176  4.08939  1.46822
H  4.08316  2.88679  0.52652
N  -0.13894  -0.07131  -4.26368
N  0.64576  -0.42671  -3.24238
N  1.63626  -1.26511  -3.39388
C  2.10606  -1.38801  -2.16538
N  1.40566  -0.63831  -1.31508
N  0.47366  -0.03341  -2.01758
H  0.31536  -0.17761  -5.16298
H  -0.67044  0.77589  -4.11828
H  2.94366  -1.99971  -1.90348

Forces on the atoms, in the same order (eV/Å):
0.3 0.1 1.7
-0.4 0.2 -0.4
0.7 0.1 0.3
0.2 -0.3 -1.1
-0.4 0.1 0.1
-0.5 -0.3 -0.3
0.1 0.2 -0.1
0.1 0.2 0.1
-0.1 0.2 0.1
0.0 0.2 -0.1
-0.1 0.1 -0.1
0.1 0.0 0.0
0.0 0.1 0.1
0.1 0.5 0.1
-0.1 0.1 -0.1
0.0 0.2 0.2
0.3 0.1 0.0
0.1 -1.4 -0.2
-0.2 0.7 0.6
0.0 -0.6 -0.3
-0.4 0.7 -0.2
0.1 -0.8 0.0
-0.1 1.4 -0.2
0.2 0.0 -0.1
-0.1 0.0 0.1
0.0 -0.2 -0.1
0.2 0.0 0.1
0.2 -0.2 0.1
-0.3 -0.1 -0.1
0.0 -0.2 0.0
0.2 -0.2 -0.2
0.1 -0.1 0.1
-0.1 0.1 0.2
-0.2 0.0 -0.1
0.0 0.0 0.1
-0.1 -0.1 0.0
0.0 0.0 0.1
0.0 -0.8 0.2
0.0 -0.1 -0.1
0.0 0.0 0.0
0.1 -0.1 -0.1
0.1 -0.1 0.0
-0.1 -0.1 0.0
-0.1 0.0 -0.1
-0.1 -0.2 0.0
-0.1 -0.1 0.0
0.0 0.0 -0.1
0.0 0.0 -0.1
-0.1 -0.2 0.0
-0.1 0.1 0.0
-0.1 0.0 0.2
0.2 0.1 0.1
0.2 -0.2 0.0
0.1 0.0 -0.1
-0.1 0.1 0.0
-0.2 0.0 0.0
-0.1 0.2 -0.1
0.0 0.1 0.0
-0.1 -0.1 0.0
0.0 0.0 -0.1
-0.1 0.1 0.0
0.0 0.0 0.1
-0.1 0.0 0.0
-0.1 -0.1 0.1
0.2 0.2 -0.4
0.1 -0.1 0.0
-0.1 -0.1 -0.1
0.3 0.2 0.0
0.0 0.0 0.1
0.0 -0.1 0.1
-0.9 0.2 -1.0
1.0 -0.1 1.4
0.3 -0.4 -0.6
0.0 0.1 0.0
0.2 0.2 0.0
-0.9 0.5 -0.6
0.1 0.1 0.3
0.3 0.0 0.2
0.2 -0.1 0.1



Density functional theory data (ωB97M-V/def2-TZVPD) for C27H39BrClEuIN3O7 as an isolated structure.

Summary:
Spin multiplicity ... 7
HOMO level (alpha / beta) ... -0.1649 / -0.1649 Eh
Total charge ... 0
E_tot ... -5785.28991 hartree

Positions of all 80 atoms, in Å:
Eu  1.02390  -1.19164  0.57748
C  1.48610  1.17956  -1.92672
C  1.24550  2.22636  -0.83532
O  0.97200  1.52316  0.36358
C  0.90260  2.38316  1.48888
C  0.72280  1.52026  2.74108
O  1.51240  0.34276  2.71888
C  2.83090  0.45766  3.22388
C  3.87620  0.81946  2.15258
O  3.52890  0.23526  0.90918
C  4.24910  0.82316  -0.15412
C  3.69900  0.28546  -1.48312
O  2.29660  0.10746  -1.46592
H  1.92820  1.63946  -2.81812
H  0.52810  0.71056  -2.18202
H  0.40270  2.87306  -1.11592
H  2.13510  2.86236  -0.69632
H  0.04450  3.06246  1.39968
H  1.82470  2.98256  1.55208
H  -0.31320  1.17646  2.77378
H  0.92910  2.11746  3.63708
H  3.07410  -0.52034  3.64498
H  2.87670  1.20876  4.02158
H  4.86270  0.46096  2.47678
H  3.93220  1.91146  2.03388
H  4.15050  1.91946  -0.11032
H  5.32020  0.58376  -0.08132
H  4.11850  -0.71114  -1.66472
H  4.00930  0.94866  -2.30012
C  -3.66290  -1.10984  -2.69362
C  -2.25030  -1.07864  -2.17962
N  -1.41850  -0.12014  -2.37362
O  -1.80530  1.01606  -3.04322
C  -1.74070  -2.16894  -1.36332
C  -2.23070  -3.58474  -1.46542
N  -0.77190  -1.83694  -0.56342
O  -0.19640  -2.77324  0.18578
H  -4.29100  -0.46094  -2.07912
H  -4.06270  -2.11724  -2.64702
H  -3.71290  -0.76814  -3.72862
H  -2.76700  1.02626  -3.19702
H  -3.28690  -3.69654  -1.23192
H  -1.65030  -4.17034  -0.75142
H  -2.04830  -3.97874  -2.46472
Br  4.01550  -4.18774  -5.42462
C  3.20190  -3.52064  -3.84502
C  1.95590  -2.89924  -3.89612
C  1.43310  -2.39294  -2.72882
N  2.03700  -2.48654  -1.52942
C  3.22680  -3.11274  -1.50272
C  3.85470  -3.62284  -2.61792
H  1.41480  -2.81764  -4.82412
H  0.48430  -1.87354  -2.75132
H  3.69090  -3.21074  -0.52822
H  4.82090  -4.09434  -2.53432
Cl  -3.15090  2.80566  3.69258
C  -3.17310  3.50106  2.08798
C  -3.68210  4.76566  1.94458
C  -3.65790  5.39166  0.70338
C  -3.12160  4.70506  -0.38302
C  -2.64100  3.43016  -0.24922
C  -2.64960  2.73626  1.00028
C  -2.20120  1.44516  1.14108
H  -4.10300  5.27936  2.79718
H  -4.03810  6.39466  0.59188
H  -3.09480  5.18456  -1.35202
H  -2.24080  2.90446  -1.10652
H  -1.78190  0.88236  0.31888
H  -2.23410  0.97616  2.10718
I  2.59900  -3.01014  2.25558
C  -3.11990  -1.73034  1.81328
C  -1.81600  -1.82044  2.54728
C  -1.79260  -2.70274  3.75768
O  -0.81820  -1.19374  2.20668
H  -3.93610  -2.15444  2.39128
H  -3.03560  -2.27004  0.87078
H  -3.33300  -0.68744  1.56178
H  -2.28820  -2.18414  4.57788
H  -0.76790  -2.91834  4.04948
H  -2.33110  -3.62714  3.57178

Forces on the atoms, in the same order (eV/Å):
2.6 3.2 1.3
-0.5 0.4 0.2
0.2 -0.2 -0.3
0.0 -0.1 -0.2
0.0 0.0 0.6
-0.6 0.4 -0.3
0.4 -0.1 -0.1
0.5 -0.3 -0.1
-0.3 0.2 0.3
0.1 -0.1 -0.1
-0.2 0.1 -0.3
0.3 -0.2 0.4
0.0 0.2 0.1
-0.1 0.0 0.1
0.3 0.2 0.0
0.1 -0.1 0.1
-0.1 -0.1 0.1
0.1 -0.1 0.0
0.0 -0.1 -0.1
0.1 0.1 0.0
0.0 -0.1 -0.1
-0.1 0.2 -0.1
-0.1 -0.1 -0.1
-0.1 0.1 0.0
0.0 -0.1 -0.1
0.0 -0.2 0.1
-0.1 0.0 0.0
-0.1 0.2 0.0
-0.1 -0.1 0.0
0.2 0.2 0.1
-0.3 1.1 -0.7
-0.1 -0.3 -0.1
-0.3 -0.3 -0.1
1.1 -0.2 1.0
0.4 0.1 0.3
-2.0 -1.0 -1.5
-1.5 -2.0 -0.4
-0.1 0.0 0.0
-0.1 0.0 0.0
0.0 0.0 0.0
0.1 -0.1 0.2
-0.1 0.1 0.0
-0.1 -0.1 -0.1
-0.1 0.0 -0.1
-0.2 0.1 0.3
0.0 0.1 0.3
0.6 -0.4 -0.2
0.1 0.1 0.7
0.5 -0.5 -0.6
-0.6 0.3 0.4
-0.1 -0.1 -0.8
-0.1 0.1 -0.1
0.0 0.1 0.0
0.0 0.0 0.0
0.1 0.0 0.0
0.0 -0.2 0.2
0.1 0.2 -0.1
0.0 0.1 -0.2
-0.2 0.3 0.0
-0.1 0.1 0.0
0.1 0.0 0.0
-0.1 -0.1 0.1
0.0 -0.5 0.1
0.0 0.0 0.1
-0.1 0.1 0.0
0.0 0.1 -0.1
0.0 -0.1 -0.1
0.0 0.0 -0.2
0.0 -0.1 0.1
0.3 -0.6 0.3
0.0 0.2 0.0
0.1 0.2 0.1
0.5 0.0 0.0
-0.4 -0.3 0.1
0.0 -0.1 0.1
0.1 -0.1 0.0
0.1 0.0 0.0
-0.1 0.1 0.0
0.1 0.0 0.0
-0.1 -0.1 0.0